[1]
Computed, not measured: the ion C9H13N3 with charge +2 in a non-equilibrium geometry, with ωB97M-V/def2-TZVPD.

Each line ends with the Löwdin charge.
Atoms and positions in Å:
C: 3.744 -0.143 0.244  0.027
C: 3.033 1.066 0.438  0.049
C: 3.239 -1.315 -0.292  -0.016
C: 1.653 0.924 0.208  0.008
C: 1.906 -1.372 -0.597  0.063
C: 1.081 -0.208 -0.341  -0.163
C: -0.315 -0.247 -0.311  -0.061
C: -3.390 -0.771 0.834  0.011
C: -1.168 1.020 0.046  -0.081
N: -2.475 -0.487 -0.239  -0.074
N: -1.287 -1.081 -0.542  0.134
N: -1.418 2.060 -0.664  0.212
H: 4.752 -0.430 0.523  0.139
H: 3.530 1.863 0.891  0.112
H: 3.892 -2.119 -0.204  0.116
H: 1.000 1.789 0.379  0.123
H: 1.346 -2.184 -1.026  0.122
H: -2.948 -0.868 1.818  0.114
H: -3.945 0.072 0.964  0.073
H: -4.007 -1.639 0.473  0.137
H: -1.205 1.119 1.160  0.192
H: -1.138 -2.023 -0.908  0.211
H: -2.878 -0.095 -1.100  0.189
H: -1.072 2.237 -1.599  0.167
H: -1.926 2.834 -0.155  0.196

Summary:
**Energy relative to the best compared isomer or geometry (same formula, charge and spin)**: 3.720 eV
**Total charge**: +2
**Strongest force on any atom**: 3.72 eV/A
**Frontier orbital gap**: 8.21 eV
**E_LUMO**: -0.32987 Eh

[2]
Computed, not measured: the ion C25H17N2O4 with charge -1 in a non-equilibrium geometry, with ωB97M-V/def2-TZVPD.

Each line ends with the Löwdin charge.
Atoms and positions in Å:
C: 5.400 -2.699 1.589  -0.099
C: 4.031 -2.895 1.378  -0.023
C: 3.197 -1.783 1.292  -0.090
C: 3.696 -0.497 1.502  -0.100
C: 5.055 -0.290 1.725  -0.029
C: 5.915 -1.393 1.745  -0.101
C: 2.571 0.502 1.388  -0.369
O: 2.637 1.720 1.579  0.006
C: 1.406 -0.274 0.993  -0.104
C: 0.108 0.406 0.565  -0.155
C: -1.164 -0.288 1.092  -0.135
C: -1.104 -1.330 2.018  -0.028
C: -2.219 -2.143 2.237  -0.080
C: -3.442 -1.844 1.626  -0.107
C: -3.562 -0.665 0.875  -0.090
C: -2.444 0.158 0.727  -0.052
C: 1.727 -1.693 0.944  -0.364
O: 1.032 -2.680 0.680  0.009
H: 6.073 -3.553 1.643  0.088
H: 3.598 -3.887 1.284  0.109
H: 5.422 0.723 1.877  0.108
H: 6.982 -1.255 1.903  0.087
H: 0.137 1.414 1.007  0.159
H: -0.178 -1.529 2.562  0.116
H: -2.110 -3.020 2.879  0.101
H: -4.303 -2.509 1.755  0.092
H: -4.511 -0.397 0.406  0.098
H: -2.567 1.150 0.287  0.107
C: 1.344 1.334 -1.461  -0.007
C: 0.132 0.530 -0.948  -0.377
C: 0.270 -0.835 -1.512  -0.171
N: 0.408 -1.847 -2.082  0.206
C: -1.131 1.188 -1.564  -0.152
C: -1.303 2.592 -1.511  -0.012
C: -2.464 3.172 -1.992  0.014
C: -3.481 2.346 -2.506  -0.170
N: -4.804 2.851 -2.587  -0.329
O: -5.731 2.059 -2.868  0.040
O: -4.998 4.059 -2.328  0.039
C: -3.279 0.968 -2.676  0.021
C: -2.093 0.406 -2.226  -0.015
H: 1.323 2.370 -1.095  0.086
H: 2.281 0.863 -1.141  0.096
H: 1.302 1.337 -2.561  0.101
H: -0.532 3.234 -1.074  0.120
H: -2.623 4.242 -1.961  0.116
H: -4.050 0.356 -3.129  0.120
H: -1.957 -0.673 -2.335  0.119

Summary:
**Total charge**: -1
**Strongest force on any atom**: 2.94 eV/A
**Frontier orbital gap**: 5.47 eV
**SMILES string**: C[C@](C#N)(c1ccc([N+](=O)[O-])cc1)[C@H](C1=C([O-])c2ccccc2C1=O)c1ccccc1
**E_LUMO**: 0.04222 Eh